Density functional theory data (ωB97M-V/def2-TZVPD) for an isolated molecule of C10H12ClN.

Element x y z (Å)
C (-3.297, -2.021, -0.720)
C (-2.396, -0.836, -0.386)
C (-1.968, 0.159, -1.418)
C (-0.956, -0.777, -0.822)
C (0.106, -0.281, 0.115)
C (0.319, -0.910, 1.336)
C (1.317, -0.464, 2.201)
C (2.115, 0.617, 1.846)
C (1.907, 1.240, 0.622)
C (0.910, 0.799, -0.245)
H (-3.277, -1.984, -2.779)
H (-2.203, -3.008, -2.114)
H (-4.347, -1.681, -0.649)
H (-3.163, -2.811, 0.042)
H (-2.566, -0.406, 0.639)
H (-2.276, -0.029, -2.474)
H (-1.939, 1.196, -1.146)
H (-0.621, -1.569, -1.461)
H (-0.301, -1.760, 1.612)
H (1.467, -0.955, 3.143)
H (2.894, 0.965, 2.522)
H (0.760, 1.286, -1.196)
N (-3.130, -2.646, -2.014)
Cl (2.890, 2.596, 0.164)

HOMO level: -0.3345 Eh
SMILES: NC[C@@H]1C[C@H]1c1cccc(Cl)c1
maximum force: 1.27 eV/Å
spin multiplicity: 1
gap between HOMO and LUMO: 10.013 eV
energy relative to the best compared isomer or geometry (same formula, charge and spin): 14.4 kcal per mole
LUMO: 0.91 eV


Density functional theory data (ωB97M-V/def2-TZVPD) for an isolated molecule of C10H12ClNO.

Element x y z (Å)
C (3.078, -0.355, 0.058)
C (2.778, 0.991, -0.031)
C (2.131, -1.301, -0.137)
C (1.420, 1.348, -0.171)
C (0.805, -0.943, -0.225)
C (0.387, 0.379, -0.213)
C (-1.350, -0.368, 1.846)
C (-1.754, 0.179, 0.680)
C (-0.232, -2.068, -0.492)
C (-1.482, 1.971, -0.940)
N (-0.974, 0.744, -0.250)
O (-3.049, 0.453, 0.475)
Cl (-3.958, -0.603, -0.556)
H (4.016, -0.744, 0.305)
H (3.657, 1.586, 0.028)
H (2.360, -2.294, 0.167)
H (1.102, 2.355, -0.277)
H (-2.045, -0.680, 2.613)
H (-0.287, -0.430, 2.189)
H (-0.732, -2.090, 0.494)
H (-0.983, -1.876, -1.154)
H (0.169, -2.967, -0.890)
H (-2.488, 2.194, -0.645)
H (-0.711, 2.743, -0.866)
H (-1.857, 1.776, -2.008)

HOMO level: -0.2920 Eh
SMILES: C=C(OCl)N(C)c1ccccc1C
maximum force: 3.79 eV/Å
spin multiplicity: 1
gap between HOMO and LUMO: 7.468 eV
energy relative to the best compared isomer or geometry (same formula, charge and spin): 116.6 kcal per mole
LUMO: -0.48 eV


Density functional theory data (ωB97M-V/def2-TZVPD) for a structure of composition C10H12ClNPTi.

Element x y z (Å)
C (0.466, 0.050, -2.221)
C (-0.826, -0.588, -2.045)
C (-0.621, -1.801, -1.285)
C (0.801, -1.912, -0.995)
C (1.461, -0.738, -1.513)
Ti (-0.030, -0.125, -0.046)
P (-0.580, 2.303, 0.231)
H (0.679, 0.915, -2.840)
H (-1.772, -0.252, -2.457)
H (-1.378, -2.554, -1.074)
H (2.524, -0.527, -1.451)
H (1.311, -2.779, -0.577)
H (-1.543, 2.642, 1.238)
H (-1.075, 3.154, -0.807)
H (0.493, 3.131, 0.704)
Cl (-1.094, 0.591, 5.535)
C (-0.817, -0.510, 4.257)
C (-0.880, -1.881, 4.493)
C (-0.673, -2.735, 3.412)
C (-0.431, -2.217, 2.151)
N (-0.376, -0.889, 1.923)
C (-0.543, -0.024, 2.978)
H (-1.096, -2.250, 5.490)
H (-0.710, -3.816, 3.526)
H (-0.275, -2.869, 1.288)
H (-0.484, 1.045, 2.779)

HOMO level (alpha / beta): -0.3822 / -0.3809 Eh
maximum force: 2.33 eV/Å
spin multiplicity: 1
gap between HOMO and LUMO (alpha / beta): 6.596 / 6.559 eV
total charge: +1
LUMO (alpha / beta): -3.80 / -3.81 eV


Density functional theory data (ωB97M-V/def2-TZVPD) for a cluster of 2 separate species, C10H12FI in total.

Element x y z (Å)
C (1.049, 2.975, 0.704)
C (1.589, 2.359, -0.324)
C (-0.335, 2.584, 1.109)
C (0.990, 1.241, -1.164)
C (-1.021, 1.793, 0.305)
C (-0.496, 1.068, -0.763)
C (-0.368, -3.500, -0.450)
C (-0.083, -2.015, 1.473)
C (-1.220, 0.071, -1.363)
C (0.304, -2.629, 0.207)
F (1.469, -2.129, -0.322)
I (-3.271, -0.114, -1.151)
H (1.426, 3.763, 1.257)
H (2.671, 2.310, -0.667)
H (-0.756, 3.094, 1.968)
H (1.103, 1.559, -2.175)
H (-1.986, 1.348, 0.622)
H (0.135, -4.137, -1.215)
H (-1.272, -3.957, 0.054)
H (1.561, 0.346, -1.054)
H (-0.045, -2.793, 2.273)
H (0.505, -1.104, 1.640)
H (-1.055, -1.688, 1.295)
H (-0.895, -0.443, -2.258)

HOMO level: -0.2903 Eh
SMILES: I/C=C1\C=CC=CC1.C=C(C)F
maximum force: 4.37 eV/Å
spin multiplicity: 1
gap between HOMO and LUMO: 7.978 eV
energy relative to the best compared isomer or geometry (same formula, charge and spin): 0.0 kcal per mole
LUMO: 0.08 eV


Density functional theory data (ωB97M-V/def2-TZVPD) for a cluster of 2 separate species, C10H12FISi in total.

Element x y z (Å)
C (-0.331, 3.189, -0.399)
C (1.898, 3.010, 0.520)
C (-0.507, 1.830, -0.210)
C (1.696, 1.657, 0.709)
C (0.874, 3.759, -0.034)
C (0.497, 1.041, 0.346)
C (-1.769, -2.707, 0.109)
C (-1.425, -1.444, 0.348)
C (-3.171, -3.210, 0.096)
C (2.306, -1.335, -1.185)
F (1.056, 5.083, -0.224)
Si (0.324, -0.820, 0.537)
I (4.121, -1.382, -0.080)
H (-1.108, 3.807, -0.825)
H (2.830, 3.486, 0.789)
H (-1.445, 1.381, -0.503)
H (2.491, 1.065, 1.139)
H (-1.002, -3.443, -0.095)
H (-2.226, -0.735, 0.531)
H (-3.468, -3.476, -0.920)
H (-3.863, -2.461, 0.480)
H (-3.248, -4.111, 0.706)
H (2.137, -2.292, -1.655)
H (2.319, -0.510, -1.880)
H (1.013, -1.383, 1.699)

HOMO level: -0.2913 Eh
maximum force: 2.91 eV/Å
spin multiplicity: 1
gap between HOMO and LUMO: 7.849 eV
energy relative to the best compared isomer or geometry (same formula, charge and spin): 0.0 kcal per mole
LUMO: -0.08 eV


Density functional theory data (ωB97M-V/def2-TZVPD) for a cluster of 2 separate species, C10H12FNO in total.

Element x y z (Å)
C (1.558, -2.415, 1.229)
C (1.625, -1.217, 1.177)
C (-2.855, 0.817, 0.402)
C (-1.461, 0.989, 0.743)
C (-0.661, 0.069, 0.253)
C (-1.161, -1.134, -0.518)
C (-2.596, -1.458, -0.066)
C (1.808, 1.780, -1.262)
C (2.172, 0.321, -0.811)
C (1.628, 0.091, 0.654)
N (-3.400, -0.268, 0.105)
O (1.762, 0.971, 1.692)
F (-1.169, 2.074, 1.466)
H (1.359, -3.501, 1.367)
H (-3.440, 1.730, 0.514)
H (-0.970, -0.947, -1.640)
H (-0.421, -2.002, -0.133)
H (-3.251, -1.882, -0.941)
H (-2.539, -2.163, 0.763)
H (2.222, 2.536, -0.617)
H (0.746, 1.916, -1.352)
H (2.312, 1.971, -2.268)
H (1.599, -0.329, -1.349)
H (3.141, 0.129, -0.974)
H (1.992, 1.925, 1.564)

HOMO level: -0.2954 Eh
maximum force: 6.13 eV/Å
spin multiplicity: 1
gap between HOMO and LUMO: 8.331 eV
energy relative to the best compared isomer or geometry (same formula, charge and spin): 170.1 kcal per mole
LUMO: 0.29 eV


Question: Number 2 is which compound?
Answer: C10H12ClNO